DFT (wB97M-V/def2-TZVPD) results for C3H4N4O in the gas phase in a non-equilibrium geometry.

Computed properties:
2S+1: 1
LUMO level, eV: 0.09
Energy above the lowest of the compared OMol25 structures with the same formula, charge and spin, kJ/mol: 384.3
Total charge: 0
Maximum force, eV Å⁻¹: 10.5
Gap between HOMO and LUMO, eV: 9.063
Calculated total energy, eV: -11179.98612
Structure (SMILES): Nc1n[nH]cnc1=O
Highest occupied orbital energy, eV: -8.973

Structure (XYZ):
```
12
Properties=species:S:1:pos:R:3:mulliken_charge:R:1
O -2.119 0.783 -0.492 -0.528
N 0.741 -0.804 0.530 -0.601
N 1.754 -0.295 -0.335 -0.025
N 0.139 1.328 -1.068 -0.479
N -1.470 -0.637 1.340 -0.542
C -0.952 0.688 -0.408 0.629
C 1.391 1.052 -0.809 -0.014
C -0.507 -0.410 0.511 0.358
H -1.287 -1.850 1.629 0.365
H 2.206 1.525 -1.506 0.279
H 2.621 -0.688 -0.290 0.186
H -2.518 -0.692 0.897 0.371
```